This record from the OMol25 dataset describes a cluster of 11 separate species, C37H48N10O6S in total at a distorted geometry. The level of theory is ωB97M-V with the def2-TZVPD basis set.

```
102
C37H48N10O6S, DFT ωB97M-V with the def2-TZVPD basis set
S -0.35 0.49 0.15
O -0.16 0.12 -1.29
O -1.14 -0.45 0.86
O 0.98 0.73 0.80
O -0.98 1.77 0.02
N -2.76 4.34 -0.08
C -2.73 5.67 -0.45
C -4.15 5.94 -0.97
C -5.01 4.82 -0.64
C -4.03 3.86 -0.19
H -1.94 3.67 0.08
H -1.71 6.32 -0.77
H -4.57 6.87 -1.65
H -5.98 4.66 -0.98
H -4.27 2.87 -0.02
N -0.81 -2.98 0.90
C -1.73 -4.07 1.06
C -1.14 -5.33 0.77
C 0.36 -4.94 0.63
C 0.43 -3.49 0.69
H -1.06 -1.95 0.92
H -2.84 -3.79 1.38
H -1.64 -6.35 0.95
H 1.42 -5.51 0.40
H 1.28 -2.72 0.49
N 2.45 -2.03 -2.89
C 3.40 -2.38 -3.80
C 4.77 -2.02 -3.24
C 4.47 -1.43 -1.81
C 3.02 -1.54 -1.64
H 1.45 -2.31 -2.88
H 3.23 -2.87 -4.70
H 5.69 -2.02 -3.72
H 5.04 -0.99 -1.11
H 2.47 -1.05 -0.86
N 0.64 1.47 3.51
C 1.35 1.26 4.59
C 0.60 1.93 5.82
C -0.62 2.51 5.21
C -0.61 2.09 3.71
H 0.81 1.19 2.55
H 2.15 0.80 4.35
H 0.86 1.80 6.89
H -1.41 3.09 5.60
H -1.36 2.21 3.04
N -3.38 -0.67 2.25
C -3.65 -1.72 3.09
C -5.01 -1.50 3.73
C -5.36 -0.05 3.25
C -4.10 0.42 2.40
H -2.39 -0.55 1.93
H -2.97 -2.57 2.92
H -5.48 -2.13 4.31
H -6.19 0.50 3.72
H -4.05 1.45 2.06
N 2.64 -0.88 2.01
C 4.08 -0.99 2.09
C 4.32 -2.07 3.03
C 2.97 -2.62 3.48
C 1.95 -1.78 2.87
H 2.12 -0.08 1.56
H 4.39 -0.11 1.46
H 5.21 -2.56 3.33
H 2.64 -3.45 4.24
H 1.08 -1.64 2.99
N -0.51 -1.78 -2.82
C -0.76 -3.05 -2.71
C -0.85 -3.74 -4.10
C -0.49 -2.60 -5.08
C -0.37 -1.39 -4.23
H -0.20 -0.99 -2.15
H -0.98 -3.27 -1.67
H -1.31 -4.59 -4.53
H -0.24 -2.49 -6.12
H -0.13 -0.24 -4.52
N 0.40 1.84 -2.95
C 1.76 1.91 -3.56
C 1.80 3.23 -4.27
C 0.53 3.95 -4.02
C -0.40 2.99 -3.20
H -0.02 1.04 -2.54
H 2.46 1.11 -3.59
H 2.72 3.47 -4.91
H 0.29 4.99 -4.44
H -1.42 3.07 -2.56
N 3.29 1.88 0.64
C 3.96 2.50 1.70
C 5.38 2.77 1.24
C 5.43 2.30 -0.17
C 4.10 1.70 -0.47
H 2.17 1.57 0.69
H 3.23 2.72 2.56
H 6.29 3.12 1.72
H 6.19 2.26 -0.86
H 3.76 1.17 -1.14
C -3.78 -1.45 -1.06
N -4.59 -2.21 -1.90
O -5.32 -1.58 -2.76
O -4.48 -3.42 -2.04
H -2.95 -1.29 -1.59
H -3.34 -2.13 -0.20
H -4.39 -0.71 -0.73
```

Properties
E_HOMO	-3.3	eV
net charge	-2
largest force on an atom	16.7	eV Å⁻¹
spin multiplicity	1
calculated total energy	-77149.8953	eV
energy relative to the best compared isomer or geometry (same formula, charge and spin)	42.2	kcal/mol

This record from the OMol25 dataset describes a cluster of 13 separate species, C52H113F3O26 in total at a distorted geometry. The level of theory is ωB97M-V with the def2-TZVPD basis set.

```
194
C52H113F3O26, DFT ωB97M-V with the def2-TZVPD basis set
C -0.73 2.74 2.80
O -1.80 1.85 2.82
C -1.87 1.10 4.03
C -3.04 0.15 3.96
O -4.33 0.64 4.27
C -4.75 1.69 3.45
H 0.24 2.25 2.92
H -0.77 3.56 3.53
H -0.75 3.26 1.84
H -2.01 1.76 4.90
H -0.94 0.54 4.18
H -2.85 -0.61 4.72
H -3.05 -0.34 2.98
H -5.78 2.02 3.62
H -4.63 1.49 2.38
H -4.12 2.57 3.62
C 5.98 -4.32 4.41
O 5.13 -3.56 5.26
C 3.74 -3.71 5.04
C 3.25 -3.56 3.61
O 3.42 -4.73 2.86
C 2.86 -4.63 1.58
H 6.97 -3.95 4.66
H 5.84 -4.14 3.34
H 5.84 -5.38 4.64
H 3.23 -2.94 5.62
H 3.44 -4.69 5.44
H 3.85 -2.71 3.23
H 2.21 -3.22 3.65
H 2.66 -5.64 1.21
H 3.51 -4.17 0.84
H 1.88 -4.14 1.53
C -6.52 -3.63 0.99
O -6.08 -2.37 1.43
C -4.84 -1.95 0.86
C -3.61 -2.81 1.18
O -3.14 -2.73 2.50
C -4.08 -3.05 3.53
H -7.58 -3.64 1.25
H -6.10 -4.49 1.53
H -6.39 -3.77 -0.09
H -4.69 -0.95 1.26
H -4.93 -1.91 -0.23
H -2.79 -2.48 0.54
H -3.77 -3.85 0.86
H -4.64 -3.97 3.36
H -4.84 -2.26 3.55
H -3.52 -3.13 4.46
C 4.96 -1.45 0.09
O 6.33 -1.23 -0.05
C 6.75 -0.78 -1.34
C 6.16 0.55 -1.77
O 4.91 0.47 -2.39
C 4.36 1.71 -2.75
H 4.54 -2.18 -0.62
H 4.38 -0.53 -0.04
H 4.69 -1.82 1.08
H 6.60 -1.61 -2.04
H 7.81 -0.63 -1.18
H 6.95 1.02 -2.38
H 6.07 1.20 -0.89
H 5.13 2.29 -3.29
H 4.10 2.28 -1.85
H 3.47 1.64 -3.38
C -2.17 -1.35 7.41
O -1.03 -0.83 6.77
C 0.17 -1.18 7.42
C 1.36 -0.46 6.81
O 1.76 -0.94 5.55
C 2.72 -0.15 4.89
H -2.19 -1.04 8.46
H -2.19 -2.45 7.37
H -3.09 -0.95 7.00
H 0.41 -2.25 7.40
H 0.11 -0.85 8.46
H 2.18 -0.59 7.53
H 1.23 0.63 6.86
H 3.03 -0.64 3.97
H 3.63 -0.05 5.48
H 2.36 0.84 4.59
C 1.35 3.64 -1.06
O 1.43 4.97 -1.50
C 1.85 5.95 -0.57
C 0.80 6.14 0.53
O -0.47 6.40 -0.01
C -1.45 6.53 0.99
H 0.58 3.55 -0.28
H 2.29 3.32 -0.59
H 1.03 3.02 -1.89
H 2.06 6.90 -1.07
H 2.81 5.61 -0.18
H 1.15 6.89 1.24
H 0.74 5.21 1.11
H -1.12 7.27 1.72
H -1.60 5.56 1.49
H -2.42 6.82 0.58
C 1.77 -3.43 -4.89
O 1.45 -2.18 -5.47
C 1.39 -1.08 -4.59
C 1.11 0.17 -5.40
O 1.27 1.27 -4.52
C 1.28 2.52 -5.16
H 1.43 -4.19 -5.59
H 1.23 -3.65 -3.95
H 2.84 -3.41 -4.70
H 2.33 -0.93 -4.05
H 0.61 -1.28 -3.85
H 0.04 0.17 -5.68
H 1.59 0.26 -6.38
H 2.24 2.62 -5.68
H 1.27 3.34 -4.43
H 0.45 2.73 -5.84
C -6.75 4.22 -4.03
O -5.66 3.39 -4.36
C -4.54 4.12 -4.82
C -3.40 3.16 -5.11
O -3.19 2.28 -4.03
C -1.87 1.86 -3.88
H -7.05 4.83 -4.89
H -6.56 4.83 -3.15
H -7.59 3.55 -3.85
H -4.23 4.88 -4.10
H -4.80 4.60 -5.77
H -2.50 3.78 -5.21
H -3.59 2.55 -6.00
H -1.08 2.58 -3.60
H -1.43 1.44 -4.79
H -1.77 1.12 -3.09
C -2.70 -5.64 -7.75
O -2.65 -4.40 -7.13
C -2.86 -4.44 -5.74
C -2.32 -3.18 -5.05
O -2.49 -3.23 -3.66
C -1.76 -2.28 -2.94
H -2.01 -6.39 -7.33
H -2.41 -5.52 -8.80
H -3.72 -6.05 -7.73
H -2.50 -5.33 -5.22
H -3.95 -4.39 -5.63
H -2.97 -2.38 -5.42
H -1.30 -2.94 -5.38
H -1.64 -1.26 -3.32
H -0.74 -2.70 -2.95
H -2.06 -2.21 -1.89
O 2.16 -5.57 -2.12
C 1.19 -5.49 -1.43
O 0.94 -4.35 -0.73
C -0.36 -4.42 -0.11
C -1.03 -5.64 -0.76
C 0.12 -6.52 -1.19
H -0.93 -3.53 -0.35
H -0.32 -4.45 0.98
H -1.66 -5.26 -1.57
H -1.63 -6.17 -0.01
H -0.05 -7.23 -1.99
H 0.40 -7.14 -0.33
O 2.47 1.16 1.89
C 1.75 0.60 1.11
O 2.02 0.54 -0.21
C 1.02 -0.17 -0.94
C 0.40 -1.06 0.10
C 0.57 -0.30 1.41
H 1.53 -0.71 -1.73
H 0.32 0.57 -1.33
H 0.96 -1.98 0.23
H -0.63 -1.31 -0.18
H 0.72 -0.89 2.31
H -0.30 0.35 1.60
O -1.66 1.54 -0.44
C -2.75 2.02 -0.50
O -3.90 1.31 -0.48
C -5.04 2.16 -0.55
C -4.50 3.51 -0.04
C -3.09 3.49 -0.60
H -5.90 1.87 0.06
H -5.32 2.20 -1.61
H -4.50 3.49 1.05
H -5.11 4.33 -0.40
H -2.31 4.01 -0.05
H -3.07 3.66 -1.68
C 6.68 4.94 0.55
C 5.41 4.08 0.42
O 4.77 3.80 1.64
C 4.17 4.73 2.32
O 4.14 5.90 2.08
C 3.41 4.18 3.55
F 3.70 4.96 4.61
F 2.09 4.25 3.38
F 3.80 2.94 3.83
H 6.75 5.64 -0.29
H 7.60 4.36 0.59
H 6.62 5.56 1.44
H 5.76 3.12 0.02
H 4.71 4.44 -0.34
```

Properties
E_HOMO	-9.3	eV
largest force on an atom	2.1	eV Å⁻¹
spin multiplicity	1
calculated total energy	-117133.3688	eV

This record from the OMol25 dataset describes a cluster of 2 separate species, CH6OS2 in total at a distorted geometry. The level of theory is ωB97M-V with the def2-TZVPD basis set.

```
10
CH6OS2, DFT ωB97M-V with the def2-TZVPD basis set
C -0.14 2.18 -0.57
S -0.35 0.39 -0.75
S -1.02 -0.94 0.73
H 0.12 2.66 -1.51
H -1.14 2.54 -0.19
H 0.65 2.36 0.17
H -0.80 -0.15 1.77
H 1.57 -1.45 0.57
H 2.83 -1.65 -0.23
O 2.45 -1.06 0.39
```

Properties
E_HOMO	-8.2	eV
largest force on an atom	3.3	eV Å⁻¹
SMILES	CSS.O
spin multiplicity	1
calculated total energy	-24851.2384	eV
energy relative to the best compared isomer or geometry (same formula, charge and spin)	22.8	kcal/mol

This record from the OMol25 dataset describes a cluster of 2 separate species, CH3FS2 in total at a distorted geometry. The level of theory is ωB97M-V with the def2-TZVPD basis set.

```
7
CH3FS2, DFT ωB97M-V with the def2-TZVPD basis set
C 0.48 0.46 0.29
F 0.55 1.49 -0.54
S 1.68 -0.85 0.01
S -1.82 -0.51 -0.25
H 0.36 0.59 1.33
H 1.35 -1.26 -1.36
H -2.60 0.08 0.52
```

Properties
E_HOMO (alpha / beta)	-9.0 / -9.0	eV
largest force on an atom	4.4	eV Å⁻¹
spin multiplicity	1
calculated total energy	-25470.8863	eV
energy relative to the best compared isomer or geometry (same formula, charge and spin)	48.5	kcal/mol

This record from the OMol25 dataset describes a cluster of 3 separate species, C28H28F17IO7S in total at a distorted geometry. The level of theory is ωB97M-V with the def2-TZVPD basis set.

```
82
C28H28F17IO7S, DFT ωB97M-V with the def2-TZVPD basis set
C 6.51 5.81 0.58
C 5.79 5.12 -0.59
C 4.35 5.62 -0.67
C 3.58 5.38 -2.01
C 4.42 4.94 -3.21
C 2.36 4.51 -1.79
C 2.35 3.20 -1.52
C 3.56 2.34 -1.38
C 3.75 1.61 -0.02
C 3.35 0.14 -0.07
I 2.85 2.62 1.65
C 1.04 2.49 -1.40
O 0.89 1.38 -1.81
C -0.07 3.29 -0.80
C -0.04 4.66 -1.06
C -1.02 5.51 -0.56
C -2.04 4.97 0.22
O -3.03 5.78 0.74
C -2.10 3.61 0.49
C -1.11 2.77 -0.03
S -1.28 1.05 0.32
O -0.07 0.45 0.77
O -2.03 0.39 -0.69
F -2.22 1.15 1.55
C 1.05 5.20 -1.90
O 0.88 6.14 -2.62
H 6.41 6.89 0.48
H 6.09 5.50 1.53
H 7.57 5.57 0.56
H 5.84 4.05 -0.37
H 6.36 5.35 -1.48
H 3.77 5.20 0.15
H 4.39 6.69 -0.50
H 3.16 6.34 -2.29
H 3.75 4.55 -3.97
H 4.93 5.78 -3.64
H 5.14 4.16 -2.99
H 3.48 1.55 -2.12
H 4.47 2.91 -1.55
H 4.81 1.62 0.19
H 3.69 -0.37 0.83
H 2.29 0.01 -0.24
H 3.87 -0.29 -0.92
H -0.99 6.56 -0.77
H -2.62 6.61 1.00
H -2.91 3.23 1.08
C -1.16 -2.63 2.58
C -0.36 -2.31 3.85
C 1.15 -2.13 3.71
F 1.75 -3.24 3.25
F 1.67 -1.85 4.93
F -0.63 -3.22 4.81
F -0.83 -1.11 4.29
O -1.50 -3.99 2.32
C -0.65 -4.84 1.67
C -0.21 -6.00 2.56
F 0.39 -5.56 3.68
F 0.68 -6.76 1.88
F 0.40 -4.19 1.13
F -1.35 -5.39 0.65
H -2.13 -2.16 2.73
H -0.72 -2.15 1.70
H 1.37 -1.29 3.03
H -1.07 -6.61 2.84
C -4.25 -6.09 -0.91
C -5.03 -5.64 0.35
C -6.13 -6.57 0.87
F -7.10 -6.76 -0.04
F -6.68 -6.01 1.97
F -5.51 -4.40 0.16
F -4.12 -5.56 1.36
O -4.66 -5.54 -2.15
C -5.66 -6.09 -2.91
C -6.85 -5.14 -3.07
F -7.35 -4.79 -1.87
F -7.82 -5.78 -3.76
F -6.03 -7.30 -2.46
F -5.15 -6.27 -4.15
H -3.24 -5.71 -0.78
H -4.15 -7.17 -0.96
H -5.70 -7.54 1.15
H -6.54 -4.24 -3.61
```

Properties
E_HOMO	-9.7	eV
largest force on an atom	1.6	eV Å⁻¹
SMILES	CCC[C@@H](C)C1=C(C[C@H](C)I)C(=O)c2c(cc(O)cc2S(=O)(=O)F)C1=O.FC(F)C(F)(F)COC(F)(F)C(F)F.FC(F)C(F)(F)COC(F)(F)C(F)F
spin multiplicity	1
calculated total energy	-108955.4780	eV